{"formula": "C21H21ClN2O6", "method": "ωB97M-V with the def2-TZVPD basis set", "symbols": ["C", "H", "O", "C", "C", "C", "C", "C", "C", "O", "C", "H", "H", "H", "H", "C", "N", "C", "O", "N", "C", "O", "C", "C", "C", "C", "C", "C", "C", "O", "C", "O", "C", "H", "H", "H", "H", "H", "Cl", "H", "H", "H", "H", "C", "H", "H", "H", "H", "H", "H", "H"], "positions_angstrom": [[2.433, -3.901, 3.132], [3.315, -4.413, 3.517], [2.676, -3.750, 1.750], [1.774, -3.152, 0.927], [2.187, -3.069, -0.400], [1.405, -2.485, -1.376], [0.162, -1.967, -1.045], [-0.269, -2.055, 0.270], [0.510, -2.630, 1.267], [0.099, -2.697, 2.571], [-1.108, -2.067, 2.934], [-1.090, -0.999, 2.698], [-1.970, -2.535, 2.450], [-1.185, -2.199, 4.012], [-1.242, -1.671, 0.521], [-0.685, -1.308, -2.123], [0.073, -0.286, -2.819], [-0.373, 0.968, -2.579], [0.121, 2.009, -2.924], [-1.571, 0.823, -1.867], [-1.826, -0.473, -1.541], [-2.788, -0.865, -0.929], [-2.348, 1.934, -1.368], [-1.500, 2.976, -0.691], [-1.793, 4.318, -0.872], [-1.027, 5.294, -0.255], [0.040, 4.952, 0.552], [0.347, 3.613, 0.742], [-0.416, 2.625, 0.122], [-0.119, 1.297, 0.301], [1.175, 1.072, 0.802], [1.448, 1.819, 1.934], [1.494, 3.200, 1.626], [2.451, 3.441, 1.134], [1.454, 3.722, 2.585], [1.909, 1.286, 0.002], [1.220, 0.015, 1.076], [0.634, 5.714, 1.032], [-1.415, 6.957, -0.498], [-2.618, 4.605, -1.504], [-2.896, 2.396, -2.195], [-3.067, 1.502, -0.662], [0.989, -0.453, -3.197], [-1.248, -2.357, -3.088], [-1.958, -2.982, -2.552], [-0.448, -2.981, -3.477], [-1.758, -1.870, -3.915], [1.771, -2.448, -2.391], [3.154, -3.479, -0.640], [2.326, -2.936, 3.631], [1.547, -4.508, 3.323]], "e_lumo_ev": 0.65, "smiles": "COc1ccc([C@]2(C)NC(=O)N(Cc3cc(Cl)cc4c3OCOC4)C2=O)cc1OC", "homo_energy_ha": -0.3050}

{"formula": "C21H21CoN2O7S2", "method": "ωB97M-V with the def2-TZVPD basis set", "symbols": ["Co", "C", "C", "C", "C", "C", "C", "C", "S", "O", "O", "N", "C", "C", "O", "O", "H", "H", "H", "H", "H", "H", "H", "H", "H", "C", "C", "C", "C", "C", "C", "C", "S", "O", "O", "O", "H", "H", "H", "H", "H", "H", "H", "C", "C", "C", "N", "C", "C", "H", "H", "H", "H", "H"], "positions_angstrom": [[-0.706, 0.826, 0.185], [5.717, -0.048, -1.176], [4.490, 0.820, -1.207], [3.704, 0.909, -2.350], [2.565, 1.705, -2.377], [2.214, 2.406, -1.238], [2.983, 2.334, -0.081], [4.114, 1.544, -0.073], [0.841, 3.507, -1.264], [1.263, 4.770, -0.735], [0.182, 3.427, -2.533], [-0.146, 2.762, -0.156], [-1.102, 3.553, 0.550], [-1.423, 2.831, 1.890], [-1.824, 3.477, 2.828], [-1.222, 1.550, 1.856], [6.015, -0.351, -2.178], [5.536, -0.955, -0.593], [6.554, 0.473, -0.711], [3.989, 0.359, -3.239], [1.950, 1.782, -3.264], [2.703, 2.908, 0.796], [4.722, 1.488, 0.823], [-2.047, 3.555, -0.013], [-0.781, 4.582, 0.705], [-5.758, -4.247, 1.090], [-4.874, -3.240, 0.409], [-3.530, -3.123, 0.746], [-2.719, -2.178, 0.135], [-3.260, -1.344, -0.829], [-4.597, -1.449, -1.192], [-5.392, -2.393, -0.570], [-2.288, -0.082, -1.577], [-2.682, 0.048, -2.938], [-0.851, -0.454, -1.331], [-2.449, 1.136, -0.720], [-5.173, -4.966, 1.661], [-6.361, -4.794, 0.364], [-6.445, -3.751, 1.778], [-3.109, -3.781, 1.496], [-1.671, -2.102, 0.394], [-4.999, -0.802, -1.960], [-6.435, -2.480, -0.852], [2.913, -1.578, 2.034], [2.718, -1.503, 0.664], [1.679, -0.731, 0.182], [0.851, -0.060, 0.992], [1.032, -0.135, 2.315], [2.057, -0.878, 2.870], [3.717, -2.174, 2.444], [3.356, -2.030, -0.030], [1.485, -0.638, -0.879], [0.325, 0.426, 2.912], [2.169, -0.909, 3.945]], "e_lumo_ev": [-2.17, -1.96], "de_lowest_kcal_mol": 38.7, "homo_energy_ha": [-0.3051, -0.3063]}

{"formula": "C21H21CrN14O6Se", "method": "ωB97M-V with the def2-TZVPD basis set", "symbols": ["Cr", "C", "C", "C", "C", "N", "C", "N", "C", "N", "C", "N", "C", "C", "C", "C", "C", "N", "C", "C", "C", "C", "C", "C", "H", "H", "H", "H", "H", "H", "H", "H", "H", "H", "H", "H", "N", "N", "C", "N", "N", "N", "O", "O", "H", "H", "H", "H", "H", "O", "Se", "O", "O", "O", "N", "C", "N", "N", "C", "N", "H", "H", "H", "H"], "positions_angstrom": [[-0.131, -0.255, -0.352], [-1.869, -0.364, 3.475], [-1.054, -1.232, 4.217], [0.057, -1.750, 3.623], [0.404, -1.417, 2.274], [-0.399, -0.541, 1.580], [-1.489, -0.063, 2.191], [1.486, -1.998, 1.817], [1.972, -1.909, 0.507], [1.738, -0.662, -0.136], [2.695, -0.008, -0.776], [2.549, 1.181, -1.337], [1.496, 1.987, -1.166], [1.569, 3.243, -1.814], [0.628, 4.205, -1.569], [-0.365, 3.940, -0.625], [-0.423, 2.677, -0.076], [0.425, 1.698, -0.380], [4.007, -0.634, -0.923], [5.017, -0.096, -1.715], [6.230, -0.740, -1.836], [6.444, -1.942, -1.174], [5.455, -2.489, -0.379], [4.227, -1.842, -0.255], [-2.774, 0.058, 3.884], [-1.322, -1.493, 5.233], [0.715, -2.437, 4.128], [-2.102, 0.591, 1.583], [2.393, 3.398, -2.490], [0.653, 5.154, -2.088], [-1.097, 4.685, -0.354], [-1.206, 2.419, 0.624], [4.816, 0.831, -2.227], [7.008, -0.313, -2.455], [7.394, -2.448, -1.280], [5.593, -3.423, 0.140], [-2.723, -2.017, -0.468], [-2.318, -3.352, -0.443], [-0.997, -3.617, -0.253], [-0.642, -4.903, 0.007], [-0.129, -2.633, -0.343], [1.191, -2.904, -0.344], [1.674, -4.072, -0.588], [3.290, -2.391, 0.550], [-3.584, -1.838, 0.035], [-2.812, -1.660, -1.422], [-2.977, -4.051, -0.119], [-1.301, -5.632, -0.216], [0.364, -5.040, -0.207], [-2.971, -0.463, -2.810], [-3.151, 0.683, -1.650], [-3.046, 2.147, -2.256], [-1.967, 0.455, -0.529], [-4.556, 0.420, -0.934], [-1.031, -1.895, -6.530], [-1.193, -1.662, -5.199], [-2.264, -2.172, -4.575], [-0.262, -0.967, -4.605], [-0.228, -0.637, -3.371], [0.043, -0.297, -2.293], [-1.615, -2.578, -6.980], [-0.134, -1.685, -6.933], [-3.005, -2.555, -5.140], [-2.578, -1.597, -3.758]], "e_lumo_ev": [2.37, 2.37], "total_charge": -1, "de_lowest_kcal_mol": 0.0, "homo_energy_ha": [-0.1528, -0.1675], "multiplicity": 5}

{"formula": "C21H21EuN5O4", "method": "ωB97M-V with the def2-TZVPD basis set", "symbols": ["Eu", "O", "C", "O", "C", "C", "C", "C", "C", "N", "H", "H", "H", "H", "O", "C", "C", "C", "C", "C", "C", "C", "C", "N", "H", "H", "H", "H", "H", "H", "H", "H", "H", "H", "H", "C", "C", "C", "O", "H", "H", "H", "H", "H", "H", "N", "C", "C", "C", "N", "C", "N"], "positions_angstrom": [[0.298, -0.415, 0.719], [-0.509, -0.270, 4.404], [0.263, -0.519, 3.526], [0.105, -1.453, 2.534], [1.496, 0.335, 3.389], [2.390, 0.409, 4.425], [3.473, 1.251, 4.252], [3.600, 1.992, 3.081], [2.649, 1.855, 2.104], [1.610, 1.026, 2.252], [2.237, -0.169, 5.327], [4.223, 1.340, 5.033], [4.432, 2.663, 2.919], [2.720, 2.394, 1.170], [-2.109, -1.040, 0.194], [-2.655, -2.219, -0.481], [-2.521, -2.154, -1.980], [-1.104, -1.820, -2.480], [-0.071, -2.761, -1.950], [0.365, -3.854, -2.714], [1.215, -4.799, -2.176], [1.603, -4.652, -0.826], [1.149, -3.546, -0.114], [0.364, -2.586, -0.643], [-2.664, -0.267, 0.052], [-3.684, -2.321, -0.163], [-2.109, -3.046, -0.056], [-3.220, -1.418, -2.396], [-2.846, -3.130, -2.361], [-0.873, -0.806, -2.198], [-1.079, -1.821, -3.569], [0.025, -3.940, -3.740], [1.567, -5.632, -2.776], [2.246, -5.374, -0.335], [1.425, -3.422, 0.924], [-2.979, 1.311, 2.958], [-1.840, 1.927, 2.210], [-1.309, 3.264, 2.584], [-1.250, 1.257, 1.372], [-3.614, 2.071, 3.405], [-2.546, 0.696, 3.756], [-3.545, 0.657, 2.298], [-1.005, 3.220, 3.645], [-2.113, 4.007, 2.529], [-0.469, 3.548, 1.960], [0.847, 0.904, -1.243], [1.769, 0.291, -1.595], [2.853, -0.627, -1.611], [3.351, -1.336, -2.755], [3.767, -1.889, -3.680], [3.014, -1.024, -0.240], [2.836, -1.184, 0.893]], "e_lumo_ev": [-4.31, -2.84], "total_charge": 1, "de_lowest_kcal_mol": 9.4, "homo_energy_ha": [-0.4235, -0.4239], "multiplicity": 7}